A 2-piece molecular cluster, C31H50N3O8S overall. Source: the Open Molecules 2025 dataset; level of theory: the ωB97M-V functional and the def2-TZVPD basis.

Last column: Mulliken charge in e.
Geometry (Å):
C 6.167 -2.048 -2.055  -1.15
C 5.576 -0.813 -1.206  0.65
C 5.784 0.667 -1.652  -0.78
C 5.135 1.761 -0.753  -0.34
C 4.301 1.435 0.545  0.37
C 3.718 2.697 1.337  0.23
C 4.979 3.614 1.832  -1.20
C 2.655 3.574 0.510  -0.96
C 4.087 -0.059 0.986  0.36
O 3.297 -0.339 2.133  -0.44
C 2.240 -1.290 1.848  -0.98
C 1.264 -0.865 0.650  0.72
C 1.407 -2.035 -0.481  -0.93
O 0.503 -3.138 -0.181  -0.22
C 0.776 -4.258 -1.053  -0.42
C -0.405 -4.510 -2.144  -0.73
N 0.033 -4.059 -3.497  -0.09
C -1.090 -3.595 -4.354  -0.97
C -0.794 -2.226 -5.160  0.51
C -1.936 -1.098 -4.868  -1.24
O 0.515 -1.652 -4.910  -0.54
N 0.927 -1.388 -1.771  -0.04
C -0.530 -1.059 -1.585  -0.10
C -0.843 -0.232 -0.239  0.11
N -0.182 -0.819 0.997  -0.09
C -0.487 0.177 2.068  -0.77
O -1.856 0.034 2.479  -0.33
C -2.636 1.188 2.155  0.80
C -2.280 2.650 2.530  -0.59
C -3.118 3.889 2.132  0.68
C -2.570 5.317 2.614  -0.92
C -4.399 3.650 1.299  -0.91
C -4.819 2.174 0.936  -0.73
C -3.965 0.924 1.347  0.70
C -4.457 -0.542 0.947  1.39
C -5.963 -0.578 0.344  -1.49
C -4.501 -1.530 2.253  -1.17
C 4.755 -1.133 0.064  -0.61
H 7.231 -1.866 -2.421  0.38
H 5.508 -2.190 -2.997  0.22
H 6.032 -2.993 -1.429  0.29
H 6.387 0.903 -2.588  0.31
H 5.311 2.857 -1.061  0.34
H 3.184 2.298 2.263  0.38
H 5.117 3.462 2.958  0.31
H 5.963 3.310 1.318  0.32
H 4.800 4.735 1.627  0.30
H 1.614 3.134 0.711  0.04
H 2.629 4.637 0.967  0.43
H 2.880 3.679 -0.604  0.22
H 1.688 -1.467 2.847  0.60
H 2.741 -2.288 1.582  0.27
H 1.526 0.127 0.137  0.22
H 2.463 -2.460 -0.551  0.32
H 0.826 -5.223 -0.431  0.37
H 1.746 -4.145 -1.649  0.21
H -0.568 -5.657 -2.202  0.42
H -1.413 -4.079 -1.805  0.25
H 0.630 -4.752 -3.961  0.27
H -1.371 -4.384 -5.156  0.29
H -2.065 -3.421 -3.762  0.30
H -0.857 -2.438 -6.292  0.51
H -2.682 -1.162 -5.748  0.33
H -1.516 -0.038 -4.848  0.29
H -2.477 -1.308 -3.884  0.24
H 1.035 -1.546 -5.732  0.28
H 1.449 -0.504 -1.966  0.53
H 1.130 -2.019 -2.570  0.45
H -0.809 -0.356 -2.462  0.29
H -1.232 -1.953 -1.676  -0.29
H -1.978 -0.154 -0.125  -0.24
H -0.474 0.852 -0.442  0.25
H 0.153 0.039 3.023  0.19
H -0.214 1.213 1.660  0.17
H -1.315 2.798 3.144  0.22
H -3.202 6.101 2.045  0.31
H -2.647 5.447 3.758  0.25
H -1.471 5.403 2.264  0.19
H -5.006 4.555 0.973  0.21
H -5.787 2.097 0.318  0.01
H -3.801 -1.079 0.179  -0.35
H -6.219 -1.613 -0.075  0.41
H -6.091 0.166 -0.523  0.36
H -6.737 -0.363 1.168  0.31
H -5.362 -2.274 2.047  0.41
H -3.539 -2.141 2.301  0.20
H -4.744 -0.945 3.200  0.29
H 4.618 -2.243 0.337  0.26
O -3.496 4.292 5.873  -0.79
S -2.877 2.952 6.010  1.09
O -1.517 2.973 5.403  -0.74
O -3.710 1.949 5.307  -0.72
O -2.774 2.595 7.442  -0.77

As for the multiplicity: 1. The HOMO-LUMO gap comes out at 1.64 eV. As for the total charge: -1. The electronic energy is -2375.02247 a.u. The highest occupied orbital energy comes out at -1.308 eV.

***

C31H50N6S2Si3SnTe as an isolated structure. Source: the Open Molecules 2025 dataset; level of theory: the ωB97M-V functional and the def2-TZVPD basis.

Last column: Mulliken charge in e.
Geometry (Å):
Sn 2.583 0.161 -0.007  0.16
N 5.364 -3.502 -0.151  -0.53
C 4.881 -2.310 0.349  0.44
S 5.218 -0.862 -0.505  -0.55
N 4.244 -2.390 1.487  -1.07
N 3.757 -1.179 1.870  0.55
C 3.198 -1.124 3.014  -0.75
C 2.597 0.133 3.467  0.85
C 2.117 0.280 4.765  -0.68
C 1.539 1.487 5.129  -0.42
C 1.460 2.509 4.200  -0.17
C 1.956 2.277 2.922  -0.42
N 2.505 1.119 2.570  -0.15
H 5.513 -3.478 -1.146  0.27
H 4.843 -4.303 0.177  0.30
H 3.131 -2.010 3.645  0.29
H 2.183 -0.547 5.460  0.35
H 1.147 1.621 6.130  0.41
H 1.007 3.465 4.423  0.20
H 1.863 3.034 2.148  0.49
C 0.286 6.647 -2.261  -1.18
Si -0.280 4.992 -1.515  0.13
C -1.968 4.680 -2.278  -0.85
C 0.982 3.733 -2.092  -0.27
C -0.305 5.241 0.343  0.52
C 0.063 6.441 0.922  -0.15
C 0.089 6.585 2.309  -0.81
C -0.257 5.474 3.057  -0.32
N -0.628 4.302 2.554  -0.45
C -0.676 4.159 1.206  -0.57
S -1.163 2.653 0.533  0.01
H 0.302 6.564 -3.352  0.26
H 1.295 6.916 -1.937  0.30
H -0.385 7.470 -2.000  0.29
H -1.885 4.642 -3.369  0.30
H -2.662 5.484 -2.018  0.34
H -2.377 3.738 -1.916  0.14
H 1.143 3.820 -3.171  0.36
H 0.655 2.720 -1.864  -0.40
H 1.940 3.894 -1.590  0.34
H 0.345 7.281 0.294  0.24
H 0.380 7.512 2.788  0.39
H -0.234 5.528 4.145  0.39
C -4.976 -2.892 3.328  -1.08
Si -3.239 -2.953 2.577  0.36
C -2.040 -3.222 3.996  -1.01
C -3.172 -4.455 1.448  -1.01
C -2.853 -1.402 1.642  -0.43
Te -0.836 -1.452 0.744  0.35
C -1.599 -2.233 -1.102  -0.16
Si -2.302 -0.921 -2.235  0.13
C -0.943 0.226 -2.783  -0.13
C -3.676 0.091 -1.452  -0.96
C -3.023 -1.801 -3.746  -1.17
H -5.209 -3.806 3.883  0.27
H -5.733 -2.769 2.549  0.28
H -5.069 -2.047 4.015  0.30
H -2.271 -4.147 4.532  0.30
H -2.085 -2.395 4.707  0.31
H -1.017 -3.282 3.620  0.26
H -3.401 -5.371 2.000  0.38
H -2.174 -4.558 1.015  0.23
H -3.889 -4.368 0.627  0.29
H -2.874 -0.510 2.275  0.53
H -3.569 -1.236 0.836  -0.21
H -2.306 -3.029 -0.858  0.45
H -0.738 -2.692 -1.595  -0.41
H -0.510 0.715 -1.906  -0.37
H -1.319 1.006 -3.451  0.50
H -0.155 -0.332 -3.293  0.14
H -3.303 0.648 -0.589  0.24
H -4.522 -0.525 -1.138  0.31
H -4.044 0.822 -2.178  0.32
H -2.251 -2.392 -4.245  0.32
H -3.421 -1.083 -4.469  0.30
H -3.834 -2.477 -3.460  0.28
C 2.631 -0.289 -3.203  -1.38
C 2.306 -1.746 -3.035  1.03
C 2.437 -2.596 -4.123  -0.81
C 2.198 -3.962 -4.031  -0.99
C 1.831 -4.472 -2.789  -0.70
C 1.679 -3.662 -1.677  1.03
C 1.341 -4.273 -0.346  -0.77
C 1.875 -2.240 -1.758  0.76
N 1.636 -1.464 -0.683  -0.32
H 2.799 -0.049 -4.256  0.48
H 3.547 -0.026 -2.663  0.13
H 1.831 0.358 -2.833  0.04
H 2.744 -2.170 -5.076  0.31
H 2.303 -4.608 -4.895  0.36
H 1.666 -5.541 -2.675  0.33
H 1.436 -5.362 -0.390  0.45
H 0.325 -4.031 -0.021  -0.45
H 2.004 -3.882 0.428  0.07

As for the multiplicity: 1. The HOMO-LUMO gap comes out at 5.38 eV. As for the total charge: -2. The calculation puts the relative energy (zero: lowest compared OMol25 entry of this formula, charge and spin) at 2.6 kcal per mole. The electronic energy is -3687.10765 a.u. The highest occupied orbital energy comes out at -1.340 eV.